1.
Below is one molecule with the formula C23H20N2O2S in a non-equilibrium geometry, with properties calculated with wB97M-V/def2-TZVPD.

Each line ends with the Mulliken charge.
Atoms and positions in Å:
C 2.16601 -1.32244 1.00298  -1.73
C 1.88160 0.11840 0.88457  0.00
C 0.65839 0.75921 0.68082  0.27
C -0.62184 0.07103 0.30645  0.52
S -0.56725 -0.24341 -1.48963  -0.14
C -0.66217 -1.98921 -1.62455  -0.06
C -1.89933 -2.66864 -1.57360  0.03
C -1.98138 -4.01456 -1.90968  -0.67
C -0.79763 -4.71794 -2.21645  -0.03
N -0.83130 -6.13811 -2.33979  0.94
O 0.24283 -6.73750 -2.58368  -0.58
O -1.92118 -6.73702 -2.18088  -0.58
C 0.44933 -4.06357 -2.24905  -0.63
C 0.51532 -2.71572 -1.92649  -0.18
C -1.92985 0.79764 0.64728  0.01
C -2.05618 1.48394 1.85817  -0.10
C -3.23141 2.19906 2.14238  -0.69
C -4.31746 2.14980 1.26435  -0.50
C -4.20493 1.40228 0.08670  -0.87
C -3.00824 0.74765 -0.22280  -0.38
C 0.92781 2.18228 0.64507  1.36
C 0.16266 3.33885 0.47167  -0.15
C 0.80682 4.58593 0.41355  -1.00
C 2.20424 4.70137 0.49308  -0.56
C 2.99260 3.55948 0.71516  -1.19
C 2.33761 2.33782 0.79239  -0.04
N 2.88009 1.05681 0.92189  0.25
C 4.29752 0.75644 0.87619  -0.96
H 1.25418 -1.83767 1.31753  0.41
H 2.48230 -1.77104 0.04943  0.20
H 2.95238 -1.50398 1.74662  0.48
H -0.62568 -0.93598 0.75616  0.50
H -2.79123 -2.12322 -1.27290  0.34
H -2.92592 -4.55217 -1.92372  0.46
H 1.33197 -4.64457 -2.50686  0.46
H 1.46553 -2.18512 -1.90002  0.57
H -1.21661 1.48870 2.55730  0.41
H -3.27681 2.80642 3.04642  0.40
H -5.23699 2.69475 1.49330  0.39
H -5.03826 1.34742 -0.61185  0.39
H -2.93863 0.22874 -1.18406  0.33
H -0.91865 3.25418 0.40220  0.40
H 0.21070 5.49449 0.31135  0.39
H 2.68382 5.67752 0.40013  0.37
H 4.07480 3.60610 0.85055  0.24
H 4.85401 1.69480 0.84354  0.32
H 4.61519 0.18925 1.75782  0.30
H 4.55123 0.17151 -0.01902  0.30

Properties
Energy above the lowest of the compared OMol25 structures with the same formula, charge and spin: 99.90 kcal per mole
Energy: -1546.53425 Ha
Maximum force: 3.39 eV/A
LUMO level: -1.086 eV
Net charge: 0
Highest occupied orbital energy: -7.615 eV
Kohn-Sham gap: 6.53 eV
Structure (SMILES): Cc1c([C@H](Sc2ccc([N+](=O)[O-])cc2)c2ccccc2)c2ccccc2n1C

=====

2.
Below is C11H8MnN2O4S as an isolated structure in a non-equilibrium geometry, with properties calculated with wB97M-V/def2-TZVPD.

Each line ends with the Mulliken charge.
Atoms and positions in Å:
Mn -0.46729 -0.70454 -1.69629  0.24
C -1.94990 -1.65880 -1.66500  0.32
O -3.05837 -1.97311 -1.50172  -0.06
C -0.05410 -0.97011 -3.42206  0.38
O 0.44964 -1.34539 -4.38108  -0.05
C 1.11227 -1.73107 -1.37365  0.47
O 1.82691 -2.45123 -0.80754  -0.05
C -1.00649 0.91533 -2.40804  0.52
O -1.36012 1.93928 -2.83771  -0.08
H 3.33166 1.25465 -2.43211  -0.12
H 3.25337 1.78622 -2.93834  0.18
N 0.76822 2.67432 -0.92465  -0.30
C 0.56315 1.75660 0.07780  0.55
N 0.13827 0.49747 -0.10998  -0.14
C -0.25582 -0.10697 1.11896  0.93
C -0.51046 -1.45178 1.35914  -0.32
C -0.84689 -1.85216 2.65014  -0.95
C -0.91084 -0.91625 3.69962  -0.57
C -0.57978 0.43762 3.48941  -0.63
C -0.26034 0.81522 2.17754  0.50
S 0.43085 2.35703 1.72853  -0.01
H 1.18272 3.48099 -0.46066  0.35
H 1.30767 2.34029 -1.72931  0.12
H -0.39342 -2.19100 0.55125  0.27
H -1.03809 -2.88045 2.89434  0.49
H -1.17404 -1.22092 4.70079  0.47
H -0.49878 1.19875 4.24063  0.50

Properties
⟨S²⟩: 6.066
Energy above the lowest of the compared OMol25 structures with the same formula, charge and spin: 12.68 kcal per mole
Energy: -2382.32089 Ha
Maximum force: 11.10 eV/A
LUMO level (spin up / spin down): -12.419 / -14.948 eV
Net charge: +3
2S+1: 5
Highest occupied orbital energy (spin up / spin down): -20.632 / -20.583 eV
Kohn-Sham gap (spin up / spin down): 8.21 / 5.64 eV

=====

3.
Below is one molecule with the formula C6H16N2, with properties calculated with wB97M-V/def2-TZVPD.

Each line ends with the Mulliken charge.
Atoms and positions in Å:
C 2.74957 -1.94616 -0.81590  -1.22
C 2.17377 -0.63901 -1.38848  -0.36
N 1.34990 0.04355 -0.38962  -0.31
C -0.08626 -0.19729 -0.49952  -0.89
C -0.87251 0.70185 0.45198  0.54
C -0.92423 2.12610 -0.11263  -1.48
N -2.20201 0.14977 0.67895  -0.40
C -2.47523 -0.24203 2.06015  -0.92
H 2.83024 -1.84037 0.26215  0.31
H 3.71871 -2.25099 -1.20835  0.36
H 2.05131 -2.77348 -0.96747  0.29
H 1.51799 -0.92064 -2.22157  0.25
H 2.93742 0.03952 -1.74596  0.47
H 1.56255 1.03231 -0.37335  0.23
H -0.24892 -1.25222 -0.29822  0.32
H -0.47653 -0.01162 -1.51925  0.23
H -0.29491 0.76949 1.36768  0.26
H -0.02844 2.31489 -0.70708  0.35
H -1.75171 2.26611 -0.80856  0.41
H -0.98908 2.88536 0.65835  0.33
H -2.89977 0.80677 0.35935  0.27
H -2.18790 0.53049 2.77740  0.32
H -1.91701 -1.15173 2.28866  0.27
H -3.53696 -0.44068 2.15130  0.36

Properties
Energy above the lowest of the compared OMol25 structures with the same formula, charge and spin: 23.59 kcal per mole
Energy: -347.68723 Ha
Maximum force: 1.00 eV/A
LUMO level: 1.108 eV
Net charge: 0
Highest occupied orbital energy: -8.590 eV
Kohn-Sham gap: 9.70 eV
Structure (SMILES): CCNC[C@@H](C)NC

=====

4.
Below is C27H22F5O2PS4TcTe2 as an isolated structure, with properties calculated with wB97M-V/def2-TZVPD.

Each line ends with the Mulliken charge.
Atoms and positions in Å:
Tc 0.05278 -2.10774 -2.19856  -0.69
C 0.02564 2.82284 5.56917  -0.46
C 1.27591 2.57414 5.02974  -0.66
C 1.38747 1.92180 3.80802  -0.57
C 0.25017 1.52130 3.11449  0.07
C -1.00702 1.77940 3.66738  0.20
C -1.11891 2.42314 4.88712  -0.82
P 0.51508 0.72263 1.49355  0.00
C -0.71953 -0.61360 1.55216  0.54
C -1.48422 -1.14753 0.42350  0.26
C -2.26920 -2.36311 0.63452  -0.85
C -2.39962 -2.94166 1.86181  -1.18
C -1.68212 -2.37195 2.92073  -0.51
C -0.88013 -1.25376 2.78331  -0.81
C 0.04821 2.08286 0.32828  0.80
C -0.55542 3.24358 0.77642  -0.21
C -0.74667 4.31183 -0.10099  -1.23
C -0.36059 4.21432 -1.41723  -1.12
C 0.22718 3.04164 -1.92458  1.45
C 0.49098 2.99819 -3.35637  -0.97
C 0.53262 1.96313 -4.21950  -0.39
C 0.33523 0.54065 -4.05388  -0.69
C 0.37303 -0.24595 -2.96430  0.79
C 0.47713 2.02285 -1.00927  -0.42
H -0.06282 3.32841 6.52182  0.39
H 2.16817 2.88047 5.55945  0.41
H 2.36721 1.71964 3.39169  0.42
H -1.90339 1.47814 3.13714  0.54
H -2.09767 2.61952 5.30475  0.42
H -2.38278 -0.40249 0.60576  0.18
H -2.79137 -2.71717 -0.24689  0.64
H -3.00842 -3.82119 2.01289  0.49
H -1.75943 -2.81949 3.90533  0.42
H -0.35682 -0.88918 3.65549  0.51
H -0.86430 3.34597 1.80508  0.42
H -1.21739 5.21754 0.25693  0.42
H -0.54602 5.03506 -2.09830  0.44
H 0.55427 3.98432 -3.80354  0.33
H 0.63778 2.26442 -5.25686  0.44
H 0.09935 0.01041 -4.97398  0.47
O 6.30005 1.46486 -2.56531  -0.55
C 5.23939 0.94125 -2.39041  0.55
S 3.75261 1.85091 -1.99624  -0.04
C 2.75119 0.43654 -1.87285  -0.52
C 3.26378 -0.78976 -2.09760  0.49
S 2.41119 -2.33242 -1.96352  -0.24
S 4.95907 -0.81030 -2.51109  -0.16
S 1.05596 0.41895 -1.42966  1.02
F -3.96229 -1.06447 -1.56020  -0.41
Te -2.83144 0.20543 -2.32874  1.72
F -3.57653 -0.36516 -3.99085  -0.46
F -1.81724 -2.10450 -2.98487  -0.82
F -2.93640 0.91383 -0.41953  -0.70
F -4.11004 1.58215 -2.52412  -0.43
O -1.08272 -0.95503 -0.84525  0.88
C 1.01993 -5.83117 -2.01784  -1.01
Te -0.31066 -4.54938 -0.96447  0.28
C 0.98593 -4.35516 0.71310  -0.77
H 1.98716 -5.33777 -2.08216  0.28
H 0.61465 -5.97496 -3.01643  0.33
H 1.10288 -6.78743 -1.50874  0.33
H 1.12620 -5.32505 1.18381  0.43
H 0.52320 -3.66732 1.41912  0.03
H 1.92978 -3.93743 0.37155  0.27

Properties
⟨S²⟩: 0.760
Energy above the lowest of the compared OMol25 structures with the same formula, charge and spin: 117.69 kcal per mole
Energy: -4242.69384 Ha
Maximum force: 0.91 eV/A
LUMO level (spin up / spin down): -2.069 / -2.058 eV
Net charge: 0
2S+1: 2
Highest occupied orbital energy (spin up / spin down): -7.065 / -6.728 eV
Kohn-Sham gap (spin up / spin down): 5.00 / 4.67 eV

=====

5.
Below is C38H54N5O6SbW as an isolated structure in a non-equilibrium geometry, with properties calculated with wB97M-V/def2-TZVPD.

Each line ends with the Mulliken charge.
Atoms and positions in Å:
W 0.24636 -0.03230 0.63894  2.25
O -0.76155 1.06012 3.78595  -0.31
C -1.44716 0.79895 2.88840  -1.02
O -0.96335 -0.33014 1.91851  -0.04
C -2.65972 1.38928 2.28602  -0.08
C -3.63396 0.38663 1.61043  0.04
C -4.97899 1.09165 1.44532  -1.06
C -4.64071 2.12116 0.34061  -1.08
C -3.19758 1.73223 0.00008  -0.50
O -3.12011 0.32712 0.27119  -0.21
C -2.23729 2.27385 1.06201  -0.72
C 0.42183 2.51819 1.12228  0.60
O 0.94959 2.96318 -0.10718  -0.42
O 1.05671 1.34769 1.55234  -0.10
H -3.12721 1.97009 3.08216  0.88
H -3.65755 -0.60735 2.05276  0.71
H -5.32713 1.54668 2.37013  0.39
H -5.73460 0.38144 1.11764  0.40
H -4.72353 3.15501 0.67211  0.42
H -5.28408 2.00400 -0.52765  0.39
H -2.87913 1.93790 -1.02426  0.88
H -2.37466 3.33931 1.25110  1.03
C 3.01319 1.12636 -1.96590  -1.07
C 3.69058 1.27980 -0.64098  0.87
C 4.72162 2.20342 -0.49742  -0.84
C 5.37849 2.34998 0.71552  -1.20
C 5.00798 1.58254 1.80821  -1.05
C 3.99573 0.63242 1.71360  1.69
C 3.64552 -0.16578 2.93781  -1.74
C 3.37137 0.50861 0.46856  -0.70
N 2.31978 -0.53421 0.36391  0.41
C 2.70717 -1.77111 0.50449  1.35
C 4.09636 -2.25497 0.42425  -2.00
C 1.58501 -2.74323 0.82525  1.08
C 1.91146 -4.13577 1.19785  -2.03
N 0.40009 -2.21042 0.80106  0.87
C -0.76005 -2.98739 1.29190  -0.37
C -1.49272 -3.76844 0.39248  0.10
C -1.03845 -4.05445 -1.01018  -0.06
C -2.61230 -4.42381 0.89732  -0.78
C -2.96037 -4.31750 2.23559  -1.31
C -2.15311 -3.60972 3.11111  -0.99
C -1.01481 -2.94227 2.66376  1.04
C -0.08665 -2.33682 3.68194  -1.55
H 3.13321 2.03191 -2.55714  0.77
H 1.93010 0.95468 -1.86066  -0.53
H 3.43745 0.30410 -2.54860  0.57
H 5.01049 2.80750 -1.34570  0.58
H 6.18080 3.06655 0.81193  0.50
H 5.51496 1.71501 2.75450  0.61
H 3.63644 0.48616 3.81129  0.58
H 4.38748 -0.94161 3.13708  0.38
H 2.65834 -0.65093 2.90068  0.23
H 4.77605 -1.50889 0.02063  0.41
H 4.13334 -3.17353 -0.16228  0.62
H 4.43417 -2.52762 1.43136  0.37
H 2.55214 -4.11517 2.08639  0.47
H 2.50554 -4.60589 0.41118  0.56
H 1.02634 -4.73160 1.40336  0.39
H -1.00593 -3.16763 -1.65060  -0.83
H -1.70927 -4.76845 -1.48159  0.56
H -0.04450 -4.50710 -1.02225  0.30
H -3.19272 -5.05405 0.23835  0.54
H -3.83652 -4.82895 2.60581  0.52
H -2.38238 -3.60065 4.16816  0.63
H 0.52796 -3.12575 4.12218  0.48
H -0.64161 -1.88836 4.50526  0.54
H 0.59588 -1.56960 3.29124  -0.09
C -1.14112 5.70557 -0.74801  -0.99
N -0.81843 4.52446 0.07015  0.00
C -0.24555 4.88894 1.38295  -0.85
C 0.41431 3.71095 2.07699  0.07
O 0.90047 3.68620 3.16197  -0.44
N -0.85473 2.11545 0.50709  -0.05
C -0.39605 3.33106 -0.50124  -0.54
N -0.62819 3.11075 -1.85667  0.08
H -1.62598 6.43102 -0.09900  0.41
H -1.85131 5.47561 -1.53848  0.38
H -0.24317 6.15755 -1.17267  0.32
H -1.01923 5.29216 2.04448  0.38
H 0.52028 5.66721 1.27168  0.48
H 0.17540 3.42447 -2.39780  0.39
H -1.44123 3.62270 -2.18694  0.44
C 0.68049 1.25704 -4.34387  -1.19
C -0.58117 0.66242 -3.76147  -0.78
Sb -0.45451 -0.50300 -1.95954  -0.68
C 1.15307 -1.81438 -2.59363  0.39
C 0.85018 -2.57574 -3.87581  -1.36
C -2.42735 -1.36423 -2.08806  -0.50
C -2.67964 -2.18506 -3.34333  -1.23
H 0.44588 1.66649 -5.32701  0.57
H 1.46158 0.51331 -4.49560  0.27
H 1.08747 2.06586 -3.74466  0.09
H -0.97208 -0.13791 -4.39002  0.80
H -1.37271 1.38082 -3.58038  0.64
H 1.39759 -2.47818 -1.76589  0.28
H 1.97270 -1.10460 -2.72653  0.00
H 0.11608 -3.36322 -3.74013  0.30
H 1.77777 -3.05175 -4.19932  0.47
H 0.53199 -1.93267 -4.69359  0.33
H -3.03777 -0.46061 -2.05754  0.69
H -2.60783 -1.90846 -1.15942  0.44
H -2.65298 -1.59517 -4.25478  0.40
H -3.69442 -2.57717 -3.25985  0.41
H -2.01960 -3.03989 -3.45371  0.22

Properties
Energy: -2511.40968 Ha
Maximum force: 1.63 eV/A
LUMO level: -14.523 eV
Net charge: +4
Highest occupied orbital energy: -19.006 eV
Kohn-Sham gap: 4.48 eV

=====

6.
Below is one molecule with the formula C3H6N2S in a non-equilibrium geometry, with properties calculated with wB97M-V/def2-TZVPD.

Each line ends with the Mulliken charge.
Atoms and positions in Å:
C 1.29758 -0.50908 -0.92424  -0.63
C 0.79594 0.81872 -0.95183  0.38
C -1.10860 -0.01644 0.90792  -0.75
N 1.68988 0.21959 0.04766  0.46
N 2.47026 0.36888 1.00813  -0.99
S -0.86269 1.33498 -0.32810  -0.12
H 1.62879 -1.46291 -1.41932  0.30
H 1.12910 1.63164 -1.65647  0.25
H -1.69429 0.52413 1.58558  0.35
H -0.03144 -0.21971 1.22167  0.23
H -1.50803 -0.91986 0.45898  0.26
H 2.18681 1.20881 1.54053  0.26

Properties
⟨S²⟩: 2.007
Energy above the lowest of the compared OMol25 structures with the same formula, charge and spin: 82.48 kcal per mole
Energy: -625.33326 Ha
Maximum force: 8.40 eV/A
LUMO level (spin up / spin down): 0.882 / -1.439 eV
Net charge: 0
2S+1: 3
Highest occupied orbital energy (spin up / spin down): -5.624 / -8.797 eV
Kohn-Sham gap (spin up / spin down): 6.51 / 7.36 eV